DFT (the ωB97M-V functional and the def2-TZVPD basis) results for the molecule C5H10O2.

Geometry as XYZ:
```
17
Properties=species:S:1:pos:R:3
C 1.31807 2.14907 -0.18563
C 0.12548 1.27546 0.10372
O 0.27630 0.64118 1.35453
C -0.40621 -0.60401 1.26570
C -0.78504 -0.74656 -0.22064
C -0.48988 -2.09552 -0.85870
O 0.03190 0.23924 -0.83751
H 2.22084 1.53366 -0.14945
H 1.21899 2.59842 -1.17746
H 1.39219 2.94003 0.56596
H -0.81976 1.85213 0.09579
H 0.27913 -1.39645 1.58186
H -1.26679 -0.57617 1.94515
H -1.84905 -0.49442 -0.37111
H -0.71710 -2.04916 -1.92702
H -1.09593 -2.90013 -0.42729
H 0.56687 -2.36677 -0.75791
```

Computed properties:
SMILES string: C[C@@H]1OC[C@H](C)O1
HOMO energy, eV: -9.92

DFT (the ωB97M-V functional and the def2-TZVPD basis) results for a cluster of 3 separate species, C6H13NO in total.

Geometry as XYZ:
```
21
Properties=species:S:1:pos:R:3
C 0.87602 -0.48704 -1.66518
C -0.30457 0.23990 0.42516
C 1.01730 0.45459 0.56152
C -0.28843 -0.34979 -2.59528
C -1.31453 1.29139 0.12746
C 0.14836 0.21498 2.96032
O 1.26867 -1.76914 -1.34207
N 0.23373 -1.02646 3.13113
H 0.49580 -2.30576 -1.12521
H 1.75127 0.10666 -1.90373
H -0.66882 -0.76754 0.59947
H 0.18881 -1.35623 4.10746
H 1.43116 1.44852 0.44853
H 1.68114 -0.35521 0.82245
H 0.03293 0.94114 3.79499
H -0.07363 -0.81655 -3.56853
H -1.18839 -0.83279 -2.19915
H -0.52061 0.70131 -2.77038
H -1.96250 1.41741 0.99874
H -0.84954 2.25163 -0.09921
H -1.95418 0.99898 -0.70849
```

Computed properties:
HOMO energy (alpha / beta), eV: -5.98 / -7.07

DFT (the ωB97M-V functional and the def2-TZVPD basis) results for a cluster of 4 separate species, C2H10O3 in total.

Geometry as XYZ:
```
15
Properties=species:S:1:pos:R:3
C -1.44238 0.92631 -1.21541
C -1.92986 1.30215 -0.03650
H -2.14531 0.34964 -1.80526
H -0.37159 0.95321 -1.37733
H -2.97040 1.08335 0.17923
H -1.36593 1.74584 0.77556
H 2.40913 -0.97501 0.10963
H 2.13426 -1.51015 1.51028
O 1.78341 -1.51636 0.61159
H -0.12046 -3.15293 -0.38612
H -0.11587 -1.79889 0.23907
O -0.73401 -2.50758 -0.01685
H 2.01085 1.70303 -0.20560
H 1.17145 2.07610 0.98198
O 1.68671 1.32130 0.63572
```

Computed properties:
2S+1: 2
HOMO energy (alpha / beta), eV: 0.70 / -6.71
Total charge: -1

DFT (the ωB97M-V functional and the def2-TZVPD basis) results for a cluster of 2 separate species, C5H12O2 in total.

Geometry as XYZ:
```
19
Properties=species:S:1:pos:R:3
C 0.00571 1.17156 -2.61891
O 0.04717 0.30588 -1.51478
C -1.14492 -0.14457 0.05646
C 0.01222 -0.09923 0.86107
C 0.12421 0.87870 2.01568
C 0.79844 -1.40414 0.97442
O 0.72260 -2.16396 -0.21113
H -0.35860 2.17802 -2.35004
H 1.01458 1.27917 -3.04585
H -0.64787 0.76381 -3.40271
H -1.84786 0.68407 0.06081
H -1.46755 -1.06544 -0.41916
H 0.46821 0.42685 -0.25017
H 1.17082 1.14350 2.20665
H -0.27899 0.45286 2.94429
H -0.42209 1.80575 1.80952
H 1.84225 -1.16139 1.23900
H 0.40605 -2.04078 1.77878
H 0.77870 -1.53857 -0.95680
```

Computed properties:
HOMO energy, eV: -8.82

DFT (the ωB97M-V functional and the def2-TZVPD basis) results for the molecule C9H11NO2.

Geometry as XYZ:
```
23
Properties=species:S:1:pos:R:3
C 2.15099 -1.74899 -0.39909
C 1.98882 -0.32475 -0.53306
C 1.18964 -2.24105 0.41093
C 0.93131 0.04470 0.22398
C 0.31933 1.34713 0.38512
C -0.18584 1.76300 -0.88208
C -0.77434 -1.05713 1.52821
C -1.25453 -2.04891 2.56801
C -1.35473 2.84813 -2.52167
N 0.38296 -1.11713 0.80613
O -0.14329 1.78588 1.47477
O -1.12220 2.63693 -1.19149
H 3.04642 -2.27868 -0.93259
H 2.50190 0.42812 -1.11788
H 1.14866 -3.25759 0.80632
H 0.17341 1.31606 -1.80143
H -1.28909 -0.08081 1.42956
H -1.37592 -3.07723 2.20897
H -2.08837 -1.74101 3.11868
H -0.36883 -2.18205 3.20527
H -1.87465 3.81085 -2.56823
H -1.59759 2.06105 -3.21884
H -0.40406 3.11346 -2.99958
```

Computed properties:
HOMO energy (alpha / beta), eV: -7.95 / -6.45

DFT (the ωB97M-V functional and the def2-TZVPD basis) results for the molecule C6H10O.

Geometry as XYZ:
```
17
Properties=species:S:1:pos:R:3
C -2.24518 -0.23836 0.26332
C -0.92628 0.16063 -0.36212
C -0.00049 1.09757 0.45696
C 1.14681 0.23681 -0.02673
C 3.33808 -0.07549 0.15385
O 2.24618 0.04515 0.87303
C 0.20702 -0.90118 -0.40078
H -2.08522 -0.64399 1.26921
H -2.91199 0.62593 0.34938
H -2.74828 -1.00472 -0.33498
H -1.08077 0.57167 -1.36601
H 0.04740 2.15646 0.18760
H -0.15280 0.99934 1.53507
H 3.03260 -0.67741 -0.75238
H 1.61725 0.70147 -0.89617
H 0.10938 -1.64326 0.39853
H 0.40630 -1.41062 -1.34778
```

Computed properties:
HOMO energy, eV: -8.39

Result set for relative energy (zero: lowest compared OMol25 entry of this formula, charge and spin): 1.231 7.079 0.687 4.327 5.860 4.002 eV, one per record in the order listed.
Result set for calculated total energy: -9441.8118 -9964.0950 -8376.7659 -9470.8092 -15091.3248 -8427.2383 eV, one per record in the order listed.